Entry from the Open Molecules 2025 dataset: 2 unconnected molecules or ions with the total composition C9H9N2O2S (ωB97M-V/def2-TZVPD).

Its charge is -1. The calculation puts the maximum force at 4.232 eV/A. The value obtained for the energy above the lowest of the compared OMol25 structures with the same formula, charge and spin is 67.1 kcal/mol. The HOMO energy is -3.7 eV. The value obtained for the gap between HOMO and LUMO is 7.0 eV. For the electronic energy, the calculation gives -27388.0383 eV.

CARTESIAN COORDINATES (ANGSTROEM)
C (-0.5772, -0.3902, 0.3770)
C (-3.1174, -0.7882, -0.7212)
S (3.6880, -0.1825, -0.1154)
C (-1.1493, -1.6644, 0.3073)
C (-2.5344, 0.4773, -0.7598)
H (-1.2981, 3.0210, -0.2618)
H (-4.0707, -1.0278, -1.0946)
H (2.6423, -1.6508, 1.0855)
H (2.1983, 0.4981, -1.6472)
C (-0.6868, 2.0487, 0.1063)
H (0.8371, 3.0723, 0.8681)
O (2.9664, -1.7096, 0.2126)
H (1.9664, 0.8069, 1.6962)
C (1.1539, 0.8501, 1.1289)
H (-2.9742, 1.3958, -1.0401)
H (-0.4631, -2.4755, 0.8268)
C (-2.3857, -1.9069, -0.2609)
O (4.4574, -0.6193, -1.3061)
N (0.5815, -0.3331, 1.0538)
H (-2.9783, -2.9153, -0.3678)
C (-1.2570, 0.7476, -0.1423)
C (0.5112, 2.0533, 0.7606)
N (2.4897, 0.6926, -0.7058)